Record 1
{
  "formula": "C15H23AsMnN4O6S3",
  "method": "ωB97M-V/def2-TZVPD",
  "symbols": ["Mn", "O", "As", "O", "O", "C", "C", "C", "C", "C", "C", "S", "O", "O", "O", "H", "H", "H", "H", "H", "C", "N", "C", "C", "N", "C", "S", "H", "H", "H", "H", "H", "H", "C", "N", "C", "C", "S", "N", "C", "C", "H", "H", "H", "H", "H", "H", "H", "H", "H", "H", "H", "H"],
  "coordinates": [[-0.010, 0.672, -0.095], [-1.226, -2.984, -2.540], [0.088, -2.169, -1.680], [0.964, -3.258, -0.842], [-0.788, -0.984, -0.841], [0.995, -1.353, -3.205], [0.716, -1.914, -4.449], [1.323, -1.432, -5.599], [2.218, -0.378, -5.529], [2.510, 0.195, -4.302], [1.901, -0.291, -3.153], [2.328, 0.511, -1.635], [3.703, 0.920, -1.713], [2.006, -0.470, -0.596], [1.373, 1.644, -1.462], [-2.036, -2.519, -2.302], [0.014, -2.733, -4.510], [1.095, -1.888, -6.554], [2.696, -0.003, -6.425], [3.221, 1.005, -4.218], [0.268, 4.593, -0.317], [-0.349, 4.186, 0.940], [-0.073, 4.710, 2.190], [-0.858, 4.068, 3.079], [-1.608, 3.168, 2.351], [-1.293, 3.230, 1.042], [-1.957, 2.280, -0.207], [1.077, 5.280, -0.085], [-0.470, 5.085, -0.947], [0.664, 3.722, -0.835], [0.663, 5.480, 2.331], [-0.937, 4.162, 4.145], [-2.260, 2.490, 2.710], [3.922, -1.234, 1.346], [2.990, -0.366, 2.076], [3.472, 1.005, 2.186], [1.690, -0.650, 2.207], [0.509, 0.633, 2.323], [1.292, -1.919, 2.293], [-0.101, -2.336, 2.133], [2.155, -3.010, 2.729], [4.380, -0.632, 0.561], [3.391, -2.042, 0.856], [4.697, -1.620, 2.010], [4.537, 0.962, 2.414], [2.953, 1.536, 2.976], [3.336, 1.537, 1.240], [-0.637, -1.668, 1.472], [-0.597, -2.377, 3.106], [-0.085, -3.318, 1.664], [3.061, -2.627, 3.189], [2.403, -3.673, 1.899], [1.605, -3.582, 3.477]],
  "forces_ev_per_a": [[-0.11, -0.01, -0.05], [0.03, -0.04, 0.03], [0.14, -0.03, 0.23], [-0.09, 0.08, -0.04], [-0.04, -0.11, -0.20], [0.01, 0.00, -0.04], [0.02, 0.03, 0.04], [-0.03, -0.04, -0.01], [0.05, 0.05, -0.03], [-0.05, -0.06, 0.05], [0.03, 0.02, -0.13], [0.21, 0.13, -0.05], [-0.08, 0.03, 0.00], [-0.05, -0.04, 0.15], [-0.05, -0.04, -0.10], [-0.05, 0.03, -0.01], [0.00, 0.00, -0.01], [0.00, 0.00, 0.00], [0.00, 0.00, 0.00], [0.00, 0.00, -0.01], [0.01, -0.02, 0.04], [-0.01, 0.04, -0.05], [0.02, -0.03, 0.01], [0.02, 0.00, -0.01], [-0.01, 0.01, 0.02], [0.00, -0.02, 0.00], [0.05, 0.05, 0.08], [0.00, 0.01, -0.01], [0.00, 0.00, -0.01], [0.01, 0.01, 0.00], [-0.01, 0.00, 0.00], [-0.01, 0.00, 0.00], [0.02, 0.00, 0.00], [-0.04, 0.05, -0.05], [0.16, 0.06, 0.06], [-0.02, -0.01, -0.02], [-0.28, -0.12, 0.00], [0.14, -0.04, 0.09], [-0.02, 0.02, 0.01], [0.07, 0.02, 0.00], [0.03, -0.01, 0.02], [0.02, -0.02, 0.01], [-0.01, 0.01, -0.02], [0.01, -0.02, -0.02], [0.00, 0.01, 0.01], [-0.01, -0.01, 0.01], [0.01, 0.00, 0.01], [0.00, 0.04, -0.01], [0.00, -0.02, 0.00], [-0.03, -0.01, 0.01], [-0.02, 0.00, 0.00], [-0.01, 0.01, -0.01], [0.00, -0.01, 0.01]],
  "relative_energy_kj_mol": 18.76,
  "lumo_energy_ev": [0.3, 0.3],
  "multiplicity": 6,
  "homo_energy_ev": [-8.171, -8.915]
}

Record 2
{
  "formula": "C15H23AsN2O6PtS2",
  "method": "ωB97M-V/def2-TZVPD",
  "symbols": ["Pt", "O", "S", "O", "O", "C", "C", "C", "C", "C", "C", "S", "O", "O", "O", "H", "H", "H", "H", "C", "C", "As", "C", "C", "C", "C", "H", "H", "H", "H", "H", "H", "H", "H", "H", "H", "H", "H", "H", "H", "H", "N", "C", "C", "C", "N", "H", "H", "H", "H"],
  "coordinates": [[-0.646, 0.267, -0.315], [-0.909, 0.935, 3.934], [-0.554, 0.947, 2.549], [0.172, 2.151, 2.116], [0.067, -0.258, 1.994], [-2.121, 1.058, 1.641], [-2.860, 2.215, 1.865], [-4.021, 2.436, 1.157], [-4.437, 1.548, 0.159], [-3.727, 0.399, -0.071], [-2.549, 0.080, 0.673], [-2.292, -1.797, 0.816], [-2.336, -2.070, 2.217], [-3.353, -2.328, 0.000], [-0.958, -1.946, 0.174], [-2.509, 2.920, 2.607], [-4.612, 3.319, 1.369], [-5.342, 1.748, -0.400], [-4.078, -0.336, -0.782], [-0.598, 4.330, -0.333], [-1.649, 3.653, -1.205], [-1.056, 1.933, -1.865], [-2.419, 1.412, -3.153], [-2.418, -0.083, -3.467], [0.458, 2.428, -2.973], [0.802, 1.409, -4.053], [-0.983, 5.274, 0.056], [0.307, 4.557, -0.899], [-0.332, 3.705, 0.520], [-1.908, 4.250, -2.083], [-2.566, 3.472, -0.644], [-2.254, 2.014, -4.049], [-3.372, 1.723, -2.719], [-1.483, -0.394, -3.933], [-3.230, -0.326, -4.153], [-2.543, -0.687, -2.568], [1.303, 2.618, -2.311], [0.167, 3.383, -3.419], [1.057, 0.442, -3.626], [1.656, 1.753, -4.637], [-0.030, 1.267, -4.743], [2.005, 1.106, 0.233], [3.322, 0.875, 0.181], [3.545, -0.099, -0.770], [2.275, -0.431, -1.248], [1.357, 0.307, -0.639], [1.451, 1.584, 0.969], [4.002, 1.404, 0.826], [4.489, -0.516, -1.071], [1.978, -1.164, -1.979]],
  "forces_ev_per_a": [[0.20, -0.35, -0.31], [0.00, -0.04, 0.04], [-0.01, -0.28, 0.13], [0.07, 0.13, -0.02], [-0.01, 0.23, 0.21], [0.18, -0.28, -0.27], [0.01, -0.02, -0.06], [-0.07, 0.01, 0.02], [-0.07, 0.07, -0.03], [0.23, 0.00, 0.07], [-0.58, 0.03, 0.25], [0.15, 0.09, 0.00], [-0.01, -0.04, -0.02], [0.01, 0.04, -0.06], [-0.09, 0.21, 0.08], [0.00, 0.00, 0.01], [0.00, 0.00, -0.01], [0.00, 0.00, 0.00], [-0.01, -0.04, 0.03], [-0.05, 0.02, 0.00], [-0.03, 0.02, 0.04], [-0.04, 0.08, -0.01], [-0.05, -0.06, 0.04], [-0.01, 0.03, -0.01], [0.03, 0.06, -0.03], [0.00, 0.08, 0.01], [0.00, 0.01, -0.02], [0.02, -0.02, 0.01], [0.02, -0.01, -0.01], [0.00, 0.01, -0.01], [0.04, 0.02, -0.05], [-0.02, 0.02, 0.00], [0.01, -0.02, -0.01], [0.01, 0.00, -0.01], [0.00, 0.00, 0.00], [-0.01, 0.01, 0.02], [0.01, -0.03, 0.00], [0.07, 0.01, -0.03], [0.00, -0.05, 0.02], [0.01, -0.01, 0.01], [0.01, -0.02, -0.01], [0.06, -0.06, -0.01], [-0.01, -0.03, 0.02], [-0.04, 0.04, -0.07], [-0.01, -0.07, -0.12], [0.04, 0.14, 0.28], [-0.01, 0.07, -0.12], [-0.02, 0.00, 0.01], [-0.01, 0.00, -0.01], [0.01, 0.00, 0.01]],
  "lumo_energy_ev": -1.5,
  "homo_energy_ev": -9.193
}

Record 3
{
  "formula": "C15H23AuI2OP2",
  "method": "ωB97M-V/def2-TZVPD",
  "symbols": ["I", "I", "Au", "P", "C", "C", "H", "H", "H", "H", "H", "H", "C", "H", "H", "H", "P", "C", "C", "H", "H", "H", "C", "H", "H", "H", "H", "H", "H", "C", "O", "C", "C", "C", "C", "C", "C", "C", "C", "H", "H", "H", "H", "H"],
  "coordinates": [[-1.663, 0.433, 1.627], [1.069, 0.246, 1.321], [-1.003, 0.312, -3.347], [-0.701, -1.928, -2.981], [-0.946, -2.297, -1.224], [-1.776, -3.083, -3.875], [-1.494, -4.133, -3.704], [1.206, -3.457, -3.167], [-1.718, -2.863, -4.948], [1.227, -2.142, -4.386], [-1.945, -1.963, -0.920], [-2.808, -2.933, -3.532], [1.020, -2.388, -3.337], [-0.852, -3.375, -1.035], [1.682, -1.798, -2.690], [-0.203, -1.753, -0.626], [-0.910, 2.558, -2.962], [-1.278, 2.892, -1.221], [0.800, 3.108, -3.211], [-1.896, 3.358, -5.001], [-1.713, 4.689, -3.813], [-3.025, 3.483, -3.624], [-1.985, 3.632, -3.943], [1.104, 2.855, -4.234], [0.899, 4.188, -3.046], [-1.362, 3.969, -1.024], [-0.493, 2.463, -0.587], [1.438, 2.563, -2.504], [-2.225, 2.401, -0.969], [-0.705, 2.495, 3.673], [-0.813, 3.661, 3.710], [-0.575, 1.177, 3.611], [0.631, 0.517, 3.460], [1.259, -0.375, 4.382], [0.428, -1.232, 5.147], [0.984, -2.273, 5.877], [2.379, -2.416, 5.942], [3.212, -1.491, 5.290], [2.673, -0.483, 4.500], [-0.655, -1.063, 5.108], [0.322, -2.970, 6.397], [2.809, -3.252, 6.493], [4.295, -1.571, 5.395], [3.308, 0.239, 3.977]],
  "forces_ev_per_a": [[-3.44, 0.06, -0.30], [3.00, -0.05, 0.09], [-0.02, -0.12, 0.40], [0.08, -0.75, -0.34], [-0.10, -0.11, 0.22], [-0.04, -0.17, 0.00], [-0.02, 0.35, -0.01], [-0.08, 0.26, -0.04], [-0.07, -0.09, 0.24], [0.07, -0.09, 0.25], [0.15, -0.13, -0.05], [0.23, -0.02, -0.17], [-0.01, -0.12, -0.01], [0.01, 0.27, 0.01], [-0.10, -0.13, -0.23], [-0.11, -0.19, -0.15], [0.10, 0.62, -0.32], [-0.20, 0.13, 0.18], [-0.01, 0.12, -0.03], [-0.04, 0.11, 0.24], [-0.10, -0.28, -0.02], [0.23, 0.04, -0.13], [-0.06, 0.19, -0.01], [0.02, 0.13, 0.24], [0.03, -0.22, -0.04], [0.06, -0.24, -0.04], [-0.11, 0.14, -0.18], [-0.06, 0.16, -0.21], [0.13, 0.21, -0.01], [-0.45, 2.70, 0.21], [0.20, -3.11, 0.03], [1.55, 0.39, -0.29], [-1.20, -0.49, 0.92], [0.99, 0.16, 0.14], [-0.39, 0.27, -0.01], [0.09, 0.09, 0.01], [-0.38, 0.21, -0.25], [0.09, 0.20, -0.10], [-0.23, -0.40, -0.17], [0.47, -0.27, 0.02], [0.31, 0.26, -0.14], [-0.07, 0.30, -0.09], [-0.37, 0.02, -0.04], [-0.15, -0.37, 0.20]],
  "charge": 2,
  "relative_energy_kj_mol": 18.33,
  "lumo_energy_ev": [-7.8, -8.6],
  "multiplicity": 3,
  "homo_energy_ev": [-14.116, -14.987]
}

Record 4
{
  "formula": "C15H23BN6NiSi",
  "method": "ωB97M-V/def2-TZVPD",
  "symbols": ["H", "N", "B", "N", "C", "Ni", "H", "C", "H", "C", "H", "C", "H", "H", "H", "N", "N", "N", "N", "C", "C", "H", "H", "C", "C", "C", "C", "H", "H", "H", "H", "H", "C", "Si", "C", "C", "C", "C", "H", "H", "H", "H", "H", "H", "H", "H", "H"],
  "coordinates": [[-1.547, -1.114, 2.713], [-2.303, -0.715, 0.785], [-3.713, -0.428, -1.318], [-3.556, -0.845, 0.184], [-4.416, -1.320, 1.108], [-0.882, 0.006, -0.148], [-5.452, -1.484, 0.852], [-3.735, -1.512, 2.310], [-4.131, -1.873, 3.246], [-2.412, -1.129, 2.070], [-4.833, -0.545, -1.719], [1.732, 0.655, -1.203], [2.704, 1.122, -1.413], [0.954, 1.418, -1.376], [1.562, -0.149, -1.936], [-2.698, -1.307, -2.131], [-3.188, 1.044, -1.439], [-1.361, -1.287, -1.763], [-1.918, 1.348, -0.947], [-2.850, -2.147, -3.184], [-3.732, 2.176, -1.928], [-3.818, -2.323, -3.634], [-4.725, 2.182, -2.339], [-1.598, -2.680, -3.500], [-2.819, 3.222, -1.768], [-0.697, -2.114, -2.590], [-1.693, 2.666, -1.160], [-1.361, -3.383, -4.284], [-2.943, 4.252, -2.041], [0.373, -2.267, -2.513], [-0.753, 3.117, -0.872], [0.688, -0.414, 0.432], [4.895, -1.351, 2.238], [4.147, 0.359, 2.025], [3.781, 1.128, 3.695], [5.285, 1.481, 1.020], [2.666, 0.213, 1.002], [1.642, 0.127, 0.198], [5.888, -1.299, 2.709], [4.987, -1.826, 1.250], [4.240, -1.984, 2.854], [4.710, 1.274, 4.268], [3.289, 2.102, 3.558], [3.104, 0.488, 4.280], [5.393, 1.058, 0.009], [4.815, 2.472, 0.920], [6.277, 1.587, 1.483]],
  "forces_ev_per_a": [[-0.05, -0.01, 0.00], [-2.11, -1.31, 1.82], [1.06, 0.00, 0.15], [1.38, 0.13, 1.26], [0.49, 0.08, 0.16], [1.41, -0.66, -0.80], [0.08, -0.01, 0.04], [-0.26, -0.05, -0.04], [-0.11, -0.01, -0.13], [-0.90, 0.41, -1.93], [-0.02, 0.00, 0.03], [-0.21, 0.33, -0.91], [-0.21, -0.19, 0.15], [0.20, -0.22, -0.06], [0.03, 0.24, 0.17], [1.41, -0.46, -0.07], [1.43, 1.03, 0.65], [-0.17, -0.71, -0.69], [-1.30, 2.39, -1.15], [0.70, 0.08, 0.37], [0.74, 0.16, 0.37], [0.15, 0.08, 0.12], [-0.08, -0.04, -0.07], [-0.39, -0.04, -0.22], [-0.30, -0.13, -0.17], [-1.42, 0.59, 0.32], [-1.26, -1.58, -0.15], [-0.14, 0.08, 0.05], [-0.16, 0.11, -0.13], [-0.22, 0.09, 0.13], [-0.17, -0.07, 0.03], [0.33, -0.39, 0.56], [-0.11, -0.03, -0.12], [0.67, 0.10, 0.12], [-0.21, 0.06, -0.01], [-0.05, -0.08, 0.06], [-1.23, -0.43, 0.23], [0.72, 0.39, -0.16], [-0.26, -0.05, -0.13], [0.08, 0.06, 0.29], [0.22, 0.15, -0.14], [-0.26, -0.02, -0.15], [0.17, -0.21, 0.12], [0.21, 0.17, -0.12], [0.10, 0.16, 0.29], [0.23, -0.23, 0.04], [-0.23, 0.05, -0.19]],
  "relative_energy_kj_mol": 0.00,
  "lumo_energy_ev": [0.7, -0.1],
  "multiplicity": 3,
  "homo_energy_ev": [-7.354, -6.725]
}